{
  "formula": "C4H6O2",
  "method": "the ωB97M-V functional and the def2-TZVPD basis",
  "elements": ["C", "C", "C", "O", "C", "O", "H", "H", "H", "H", "H", "H"],
  "coordinates": [[-1.26661, -0.91094, 0.31345], [0.48801, 0.19644, -0.62726], [-0.16880, 1.36905, -0.11538], [-0.39492, 0.18997, 0.77593], [1.82483, -0.18405, -0.31048], [2.75502, 0.06562, -1.05941], [-1.80450, -1.19023, 1.21176], [-1.91730, -0.57685, -0.49745], [-0.68177, -1.76214, -0.06207], [0.43072, 2.12568, 0.39867], [-1.09208, 1.76724, -0.54303], [1.94632, -0.82887, 0.59584]],
  "atomic_forces_ev_per_a": [[-0.49, 0.01, 0.38], [0.62, 0.32, -0.37], [0.03, 0.04, -0.20], [0.05, -0.81, -0.47], [0.29, 0.18, -0.32], [0.15, -0.03, 0.26], [-0.40, -0.04, 0.06], [0.04, 0.08, 0.26], [-0.09, 0.53, 0.36], [-0.33, -0.17, 0.27], [0.13, -0.25, -0.02], [0.00, 0.12, -0.22]],
  "nbo_charge": [-0.242, -0.072, -0.095, -0.421, 0.295, -0.577, 0.189, 0.206, 0.217, 0.199, 0.192, 0.109],
  "orbital_gap_ev": 9.0,
  "homo_energy_ev": -8.31,
  "de_lowest_kcal_mol": 126.5,
  "molar_mass_da": 86.1,
  "multiplicity": 1,
  "lumo_ev": 0.69
}